No. 1
Molecular formula: C5H10O2
Method: DFT, wB97M-V/def2-TZVPD

Last column: natural (NBO) charge in e.
Atoms and positions in Å:
C 0.24491 -0.33160 -1.70529  -0.6096
C 0.36860 -0.72319 -0.24298  -0.2623
C 1.04014 0.34347 0.65965  0.1049
O 1.60565 1.40923 -0.06954  -0.7154
C -0.31102 0.60861 1.35836  -0.4624
C -0.93316 -0.57324 0.60095  0.1167
O -2.10612 -0.18351 -0.07557  -0.7130
H -0.34239 -1.07314 -2.25971  0.2004
H 1.23641 -0.26835 -2.16266  0.2220
H -0.23860 0.64115 -1.81614  0.2235
H 0.83244 -1.71253 -0.15321  0.2020
H 1.78820 -0.08919 1.33881  0.1590
H 1.44218 2.22388 0.41609  0.4708
H -0.32324 0.55818 2.45134  0.2130
H -0.77465 1.54558 1.03179  0.2235
H -1.12325 -1.44710 1.23965  0.1584
H -2.40608 -0.92824 -0.61154  0.4687

Summary:
Total charge   0
Relative energy (zero: lowest compared OMol25 entry of this formula, charge and spin)   43.5 kcal/mol
SMILES string   C[C@@H]1[C@H](O)C[C@@H]1O
Multiplicity   1

No. 2
Molecular formula: CH3IN2
Method: DFT, wB97M-V/def2-TZVPD

Last column: natural (NBO) charge in e.
Atoms and positions in Å:
C -0.95556 -0.04798 0.02251  -0.4780
N 0.37768 0.00782 0.46112  -0.1476
N 1.20977 -0.01390 -0.50087  -0.3362
I 3.12404 -0.06208 0.03911  0.2873
H -1.23459 1.01567 0.12400  0.2292
H -1.44665 -0.43468 0.86871  0.2263
H -1.07469 -0.46485 -1.01459  0.2190

Summary:
Total charge   0
Relative energy (zero: lowest compared OMol25 entry of this formula, charge and spin)   13.2 kcal/mol
Multiplicity   1

No. 3
Molecular formula: C3H5NOS
Method: DFT, wB97M-V/def2-TZVPD

Last column: natural (NBO) charge in e.
Atoms and positions in Å:
C -0.34957 0.96901 0.64522  0.6613
C 0.52508 0.51286 -0.47659  -0.4467
C 1.33425 -0.85006 -0.15808  -0.5385
H -1.16219 0.07703 2.29456  0.4000
H -0.84365 -0.98923 0.86266  0.3879
H 0.56602 1.02262 -1.43114  0.2762
H 1.13447 -1.36911 0.93914  0.3079
H 2.37683 -0.77584 -0.56931  0.2413
N -0.39294 -0.24164 1.55192  -0.9142
O -1.05616 2.06432 0.92841  -0.5700
S 0.00436 -1.03621 -1.27812  0.1949

Summary:
Total charge   0
Relative energy (zero: lowest compared OMol25 entry of this formula, charge and spin)   80.7 kcal/mol
SMILES string   NC(=O)[C@H]1CS1
Multiplicity   1

No. 4
Molecular formula: C26H53ClF4N4O13P3
Method: DFT, wB97M-V/def2-TZVPD

Last column: Mulliken charge in e.
Atoms and positions in Å:
C -3.49189 0.88300 -2.97798  -0.7712
C -2.53295 1.98950 -2.65811  0.6493
O -2.86138 2.91628 -2.00174  -0.5238
O -1.26733 1.92018 -3.18227  -0.3745
C -0.37874 1.14820 -2.38246  -0.8164
C 1.07765 1.46583 -2.76129  -0.7106
C 1.87568 2.04065 -1.56962  -0.6448
C 2.96406 1.08360 -1.01153  -1.1313
N 2.73823 0.80549 0.40212  0.5319
C 2.10909 -0.16571 1.09976  0.0715
N 1.51369 -1.24780 0.60606  0.5097
O 0.95180 -2.07226 1.56184  -0.2918
C 1.42397 -1.69091 -0.78078  0.0386
C 2.68654 -2.44172 -1.22108  -0.4355
C 2.98624 -3.69245 -0.37624  -0.9090
C 3.78241 -3.43554 0.91167  -0.1841
O 3.22980 -4.21260 1.97163  -0.5766
N 2.13700 0.05576 2.42919  -0.3079
C 2.78268 1.19261 2.55343  0.1669
C 3.00911 1.71351 3.97253  0.5235
F 3.06614 0.60556 4.73758  -0.2544
F 4.17731 2.35507 4.13171  -0.2551
C 1.80546 2.55007 4.51595  0.1905
F 1.67121 2.27608 5.82404  -0.2599
F 0.68134 2.11008 3.90474  -0.2416
N 3.17306 1.69828 1.36944  0.0249
P 4.09143 3.22780 1.00888  0.1748
O 5.54047 2.83018 1.58580  -0.4692
Cl 3.34285 4.61737 2.26204  -0.1370
H -3.51835 0.66766 -4.04534  0.1715
H -3.21900 -0.02440 -2.43858  0.2457
H -4.48746 1.18240 -2.67024  0.3567
H -0.61101 0.08870 -2.54676  0.2177
H -0.56910 1.34820 -1.32313  0.6141
H 1.05197 2.17702 -3.58154  0.5621
H 1.50450 0.52851 -3.12049  0.2724
H 2.38506 2.92622 -1.94866  0.3506
H 1.21021 2.39063 -0.78318  0.6350
H 3.05534 0.18629 -1.60856  0.4483
H 3.90311 1.62186 -1.11840  0.5615
H 0.04522 -2.26780 1.28438  0.3885
H 0.60235 -2.40413 -0.81858  0.7772
H 1.17694 -0.87888 -1.46020  -0.9694
H 2.49577 -2.78706 -2.23971  0.5927
H 3.55914 -1.78635 -1.25815  0.1058
H 2.04431 -4.16035 -0.09677  0.2985
H 3.55865 -4.38144 -0.99326  0.4671
H 3.75953 -2.38950 1.23058  -0.0365
H 4.82892 -3.71772 0.79954  0.3832
H 2.85375 -3.62949 2.63430  0.3173
H 1.93927 3.62338 4.40375  0.2596
H 5.90943 2.16288 0.98710  0.3926
O -1.55083 -3.02057 8.09140  -0.7997
P -2.21533 -1.78018 7.64893  0.9735
O -1.06127 -0.64306 7.51483  -0.2752
C -0.04140 -0.80266 6.52864  -0.4271
C -0.53973 -0.48623 5.12911  -0.4149
O -2.96451 -1.27559 9.00212  -0.3244
C -3.26998 -2.17369 10.07475  -0.3453
C -2.29059 -1.98924 11.21342  -1.1121
O -3.30694 -1.17063 6.65779  -0.3024
C -4.20096 -0.09084 6.97869  -0.1940
C -3.51746 1.22695 7.25626  -0.8705
H 0.36202 -1.81824 6.57463  0.3146
H 0.76150 -0.11793 6.79974  0.2508
H -1.28812 -1.21388 4.80566  0.4055
H 0.28613 -0.50512 4.41608  0.0221
H -1.01169 0.49526 5.10013  0.0599
H -3.28013 -3.20579 9.72903  0.3705
H -4.28081 -1.93339 10.41030  0.3185
H -1.26244 -2.07553 10.86267  0.2762
H -2.46008 -2.72998 11.99554  0.3882
H -2.39892 -0.99440 11.64804  0.2904
H -4.86309 -0.37617 7.79277  0.2463
H -4.83449 0.01713 6.09703  0.3487
H -2.96401 1.20343 8.19306  0.2607
H -4.26863 2.01449 7.32865  0.4133
H -2.81573 1.48051 6.46155  0.1306
O -1.91889 -0.53724 -6.09927  -0.8060
P -1.42204 0.45654 -7.08486  1.2590
O -2.11896 0.03120 -8.48853  -0.3284
C -3.53636 0.18093 -8.64656  -0.3464
C -3.93890 1.62735 -8.86768  -0.9326
O 0.10735 -0.10230 -7.30072  -0.3868
C 0.76936 -0.87632 -6.30751  0.0495
C 0.77646 -2.34155 -6.69031  -1.2652
O -1.02660 1.94782 -7.50167  -0.3524
C 0.09936 2.32080 -8.31883  -0.1827
C 0.04335 1.80416 -9.73598  -0.9543
H -4.05104 -0.23595 -7.77674  0.2889
H -3.81508 -0.41962 -9.51087  0.3146
H -3.74311 2.23226 -7.97915  0.2593
H -5.00190 1.69626 -9.09854  0.4137
H -3.36970 2.06541 -9.68700  0.1903
H 0.31067 -0.72987 -5.32745  -0.0254
H 1.79648 -0.50368 -6.24656  0.3567
H -0.23190 -2.69340 -6.90460  0.3080
H 1.20180 -2.95331 -5.89205  0.3607
H 1.36765 -2.49214 -7.59403  0.3198
H 1.03130 2.04549 -7.82974  0.2402
H 0.07817 3.41120 -8.33768  0.3674
H 0.17772 0.72500 -9.77789  0.2690
H 0.84174 2.26565 -10.31839  0.4125
H -0.91295 2.03800 -10.20161  0.1672

Summary:
Total charge   +1
Multiplicity   1

no.,gap between HOMO and LUMO (eV)
1,10.53
2,9.51
3,9.46
4,8.16